<A>
A cluster of 5 separate species, C7H25NO4 in total. Source: the Open Molecules 2025 dataset; level of theory: ωB97M-V/def2-TZVPD.

Computed properties:
LUMO level: 0.0197 Ha
Kohn-Sham gap: 9.73 eV

Geometry as ORCA input:
```
! RIJCOSX wB97M-V def2-TZVPD def2/J DEFGRID3
* xyz 0 1
C 0.28 3.04 -1.85
C -0.09 2.27 -0.58
C 1.14 1.73 0.15
C 1.82 0.55 -0.55
C 1.03 -0.76 -0.50
N 1.18 -1.43 0.81
C 0.45 -2.70 0.92
C -1.07 -2.57 1.02
H -0.60 3.50 -2.29
H 0.71 2.38 -2.60
H 0.99 3.84 -1.63
H -0.73 1.44 -0.87
H -0.67 2.92 0.08
H 0.88 1.41 1.17
H 1.87 2.53 0.28
H 2.81 0.38 -0.14
H 1.98 0.80 -1.60
H -0.02 -0.59 -0.76
H 1.43 -1.43 -1.26
H 0.92 -0.80 1.57
H 0.71 -3.29 0.05
H 0.83 -3.21 1.81
H -1.51 -3.56 1.13
H -1.37 -1.98 1.89
H -1.50 -2.13 0.12
O 4.08 -1.47 1.26
H 3.11 -1.48 1.14
H 4.38 -2.30 0.86
O -1.74 0.64 1.83
H -1.03 0.11 1.44
H -1.35 1.52 1.90
O -3.82 0.77 -0.01
H -4.58 0.30 0.34
H -3.12 0.71 0.68
O -2.22 -0.68 -1.82
H -2.81 -0.13 -1.26
H -2.36 -0.35 -2.71
*
```

<B>
A cluster of 5 separate species, C7H25NO4 in total. Source: the Open Molecules 2025 dataset; level of theory: ωB97M-V/def2-TZVPD.

Computed properties:
LUMO level: 0.0210 Ha
Kohn-Sham gap: 9.67 eV

Geometry as ORCA input:
```
! RIJCOSX wB97M-V def2-TZVPD def2/J DEFGRID3
* xyz 0 1
C -3.00 -0.05 -0.65
C -1.91 0.84 -1.27
C -1.48 1.91 -0.22
C -0.92 1.40 1.09
C 0.31 0.52 1.01
N 1.53 1.23 0.73
C 1.83 2.20 1.80
C 2.68 0.15 0.80
H -2.74 -0.35 0.31
H -4.05 0.38 -0.47
H -3.14 -0.93 -1.29
H -1.08 0.35 -1.48
H -2.29 1.17 -2.13
H -0.63 2.39 -0.66
H -2.22 2.70 -0.15
H -0.84 2.32 1.77
H -1.51 0.83 1.74
H 0.25 -0.05 0.03
H 0.41 -0.20 1.93
H 1.04 2.50 2.41
H 2.24 3.05 1.20
H 2.60 1.82 2.55
H 2.88 0.16 1.84
H 3.50 0.56 0.33
H 2.40 -0.83 0.43
O -1.37 -2.21 0.84
H -0.97 -1.96 1.73
H -1.11 -3.04 0.61
O 1.06 -3.86 -0.03
H 1.75 -3.59 -0.60
H 0.48 -4.01 -0.67
O 0.01 -2.65 -2.44
H 0.84 -2.25 -2.61
H -0.73 -1.94 -2.21
O 1.31 0.20 -2.28
H 1.76 0.18 -1.43
H 1.13 1.08 -2.53
*
```

Most stable: <A>

<A>
The molecule C21H28N2O4. Source: the Open Molecules 2025 dataset; level of theory: ωB97M-V/def2-TZVPD.

Computed properties:
LUMO level: -0.0213 Ha
Kohn-Sham gap: 8.49 eV

Geometry as ORCA input:
```
! RIJCOSX wB97M-V def2-TZVPD def2/J DEFGRID3
* xyz 0 1
O -3.81 -2.37 0.95
C -3.25 -1.50 0.31
C -1.75 -1.31 0.35
C -1.09 -2.37 1.23
C 0.41 -2.15 1.42
C 1.23 -2.35 0.15
C 2.72 -2.21 0.43
C 3.57 -2.31 -0.85
C 4.88 -1.53 -0.75
C 4.75 -0.10 -1.28
N 3.64 0.61 -0.69
C 3.63 1.07 0.62
O 4.57 1.04 1.37
C 2.26 1.61 0.84
C 1.68 2.17 1.96
C 0.36 2.58 1.86
C -0.35 2.45 0.67
C 0.24 1.88 -0.45
C 1.55 1.46 -0.35
C 2.43 0.81 -1.34
O 2.20 0.50 -2.48
N -3.95 -0.67 -0.51
C -3.46 0.49 -1.21
C -4.11 1.74 -0.61
O -5.51 1.67 -0.68
C -6.00 0.54 0.01
C -5.40 -0.75 -0.55
H -1.35 -1.36 -0.67
H -1.52 -0.31 0.75
H -1.26 -3.35 0.78
H -1.59 -2.36 2.20
H 0.76 -2.84 2.18
H 0.58 -1.13 1.80
H 1.02 -3.34 -0.26
H 0.94 -1.61 -0.60
H 3.03 -2.99 1.13
H 2.89 -1.25 0.92
H 3.78 -3.36 -1.05
H 3.00 -1.93 -1.70
H 5.22 -1.50 0.29
H 5.66 -2.02 -1.33
H 5.67 0.47 -1.07
H 4.57 -0.11 -2.36
H 2.24 2.28 2.88
H -0.13 3.02 2.72
H -1.37 2.79 0.62
H -0.30 1.79 -1.38
H -2.38 0.56 -1.15
H -3.75 0.41 -2.27
H -3.82 2.64 -1.18
H -3.79 1.85 0.43
H -7.08 0.55 -0.11
H -5.74 0.62 1.08
H -5.71 -1.62 0.04
H -5.72 -0.88 -1.59
*
```

<B>
The molecule C21H28N2O4. Source: the Open Molecules 2025 dataset; level of theory: ωB97M-V/def2-TZVPD.

Computed properties:
LUMO level: 0.0232 Ha
Kohn-Sham gap: 9.16 eV

Geometry as ORCA input:
```
! RIJCOSX wB97M-V def2-TZVPD def2/J DEFGRID3
* xyz 0 1
O 0.40 -0.44 -1.07
C 0.97 0.22 -0.20
N 0.42 1.24 0.46
C -0.89 1.86 0.26
C -2.02 0.93 0.80
O -2.81 1.31 1.64
N -2.04 -0.27 0.22
C -2.97 -1.32 0.58
C -3.72 -1.79 -0.68
C -4.13 -3.25 -0.55
C -2.90 -4.16 -0.51
C -1.71 -3.47 0.18
C -2.21 -2.49 1.23
C -0.92 3.17 1.07
C 0.04 4.21 0.52
C -0.26 4.50 -0.95
C -0.17 3.21 -1.76
C -1.15 2.16 -1.22
C 2.38 -0.09 0.18
C 2.85 0.05 1.49
C 4.16 -0.26 1.83
C 4.98 -0.70 0.82
C 4.52 -0.85 -0.49
C 3.22 -0.56 -0.83
O 5.54 -1.31 -1.28
C 6.66 -1.45 -0.43
O 6.30 -1.06 0.88
H 0.99 1.70 1.15
H -1.31 -0.51 -0.45
H -3.66 -0.88 1.30
H -3.06 -1.68 -1.55
H -4.59 -1.16 -0.85
H -4.77 -3.53 -1.39
H -4.72 -3.37 0.36
H -2.61 -4.43 -1.53
H -3.15 -5.08 0.01
H -1.11 -2.92 -0.55
H -1.06 -4.22 0.64
H -2.87 -3.01 1.93
H -1.38 -2.09 1.81
H -1.94 3.55 1.03
H -0.70 2.95 2.11
H -0.05 5.13 1.10
H 1.07 3.87 0.61
H -1.27 4.91 -1.04
H 0.44 5.23 -1.34
H 0.84 2.81 -1.71
H -0.40 3.40 -2.81
H -2.17 2.53 -1.31
H -1.07 1.25 -1.81
H 2.18 0.37 2.27
H 4.52 -0.16 2.84
H 2.85 -0.69 -1.83
H 7.48 -0.81 -0.79
H 6.99 -2.50 -0.42
*
```

Most stable: <A>

<A>
A structure of composition C37H58ClN4OPPdSi3. Source: the Open Molecules 2025 dataset; level of theory: ωB97M-V/def2-TZVPD.

Computed properties:
LUMO level: 0.1533 Ha
Kohn-Sham gap: 4.79 eV

Geometry as ORCA input:
```
! RIJCOSX wB97M-V def2-TZVPD def2/J DEFGRID3
* xyz -2 1
Pd 0.64 -0.08 -0.27
C -0.11 0.16 3.95
O 0.35 0.02 2.63
Si 2.00 0.12 2.21
C 2.53 1.75 3.00
C 2.72 -1.19 3.38
C 2.70 -0.11 0.57
Si 2.90 1.36 -0.52
C 3.26 1.03 -2.34
C 4.58 2.15 -0.01
C 1.82 2.92 -0.46
Si 2.55 -1.81 -0.16
C 4.28 -2.58 0.16
C 2.44 -2.19 -2.02
C 1.50 -3.13 0.76
H 0.09 -0.74 4.56
H -1.19 0.32 3.94
H 0.34 1.01 4.48
H 2.39 1.73 4.09
H 1.98 2.61 2.59
H 3.60 1.91 2.80
H 2.51 -0.98 4.44
H 3.81 -1.21 3.24
H 2.34 -2.20 3.15
H 4.05 0.27 -2.45
H 3.64 1.97 -2.77
H 2.38 0.71 -2.91
H 5.37 1.38 -0.05
H 4.54 2.55 1.01
H 4.87 2.99 -0.68
H 0.76 2.68 -0.43
H 2.04 3.53 -1.36
H 2.06 3.53 0.43
H 5.07 -1.96 -0.30
H 4.38 -3.62 -0.22
H 4.47 -2.60 1.25
H 3.35 -1.86 -2.53
H 1.59 -1.72 -2.52
H 2.37 -3.29 -2.14
H 2.16 -3.81 1.31
H 0.91 -3.72 0.04
H 0.80 -2.68 1.47
Cl -2.35 -5.04 -2.06
C -2.20 -3.74 -0.90
C -2.87 -3.80 0.30
C -2.72 -2.75 1.19
C -1.89 -1.69 0.83
N -1.24 -1.65 -0.33
C -1.39 -2.65 -1.19
H -3.50 -4.66 0.53
H -3.23 -2.75 2.14
H -1.72 -0.83 1.47
H -0.84 -2.57 -2.13
C 0.15 -1.01 -5.65
C -0.54 0.31 -5.35
C -0.08 1.37 -6.35
C -2.06 0.14 -5.43
N -0.11 0.77 -4.03
N -0.58 -0.08 -3.00
H -0.18 -1.40 -6.63
H -0.10 -1.75 -4.88
H 1.23 -0.88 -5.66
H -0.24 1.03 -7.38
H 0.99 1.57 -6.20
H -0.63 2.30 -6.21
H -2.38 -0.09 -6.46
H -2.56 1.06 -5.11
H -2.38 -0.67 -4.78
H -0.44 1.72 -3.87
H -0.04 0.11 -2.13
H -1.50 0.23 -2.70
N -1.49 1.30 -0.29
P -2.26 2.60 -0.25
C -1.55 3.99 0.74
C -1.70 5.36 0.50
C -1.08 6.30 1.33
C -0.29 5.89 2.39
C -0.12 4.52 2.63
C -0.73 3.59 1.81
C -2.64 3.47 -1.86
C -3.86 3.34 -2.51
C -4.05 3.85 -3.80
C -3.01 4.50 -4.45
C -1.78 4.63 -3.81
C -1.60 4.11 -2.53
C -3.96 2.49 0.50
C -4.76 3.58 0.87
C -6.00 3.38 1.47
C -6.46 2.09 1.72
C -5.67 1.00 1.36
C -4.43 1.20 0.76
H -2.31 5.69 -0.33
H -1.20 7.36 1.12
H 0.20 6.62 3.02
H 0.53 4.19 3.44
H -0.55 2.53 1.93
H -4.68 2.84 -2.01
H -5.01 3.73 -4.29
H -3.15 4.89 -5.45
H -0.96 5.12 -4.32
H -0.62 4.19 -2.05
H -4.41 4.59 0.68
H -6.61 4.23 1.75
H -7.43 1.94 2.19
H -6.02 -0.01 1.56
H -3.78 0.38 0.48
*
```

<B>
A structure of composition C37H58ClN4OPPdSi3. Source: the Open Molecules 2025 dataset; level of theory: ωB97M-V/def2-TZVPD.

Computed properties:
LUMO level: 0.1535 Ha
Kohn-Sham gap: 4.74 eV

Geometry as ORCA input:
```
! RIJCOSX wB97M-V def2-TZVPD def2/J DEFGRID3
* xyz -2 1
Pd 0.98 -0.99 0.35
C 0.38 -0.60 4.58
O 0.79 -0.78 3.26
Si 2.44 -0.70 2.78
C 3.00 0.98 3.47
C 3.22 -1.95 3.99
C 3.06 -1.00 1.11
Si 3.24 0.42 -0.05
C 3.52 0.00 -1.87
C 4.95 1.23 0.35
C 2.16 2.00 -0.02
Si 2.89 -2.72 0.46
C 4.64 -3.50 0.75
C 2.69 -3.19 -1.38
C 1.86 -4.00 1.47
H 0.60 -1.47 5.20
H -0.71 -0.45 4.59
H 0.84 0.28 5.05
H 2.89 1.03 4.56
H 2.44 1.81 3.04
H 4.06 1.13 3.24
H 3.04 -1.69 5.04
H 4.30 -1.98 3.82
H 2.84 -2.96 3.82
H 4.29 -0.76 -1.98
H 3.88 0.91 -2.37
H 2.62 -0.34 -2.39
H 5.74 0.47 0.32
H 4.96 1.67 1.35
H 5.21 2.03 -0.36
H 1.10 1.76 0.04
H 2.35 2.57 -0.94
H 2.42 2.64 0.82
H 5.40 -2.91 0.23
H 4.72 -4.54 0.41
H 4.88 -3.47 1.82
H 3.57 -2.88 -1.95
H 1.82 -2.74 -1.86
H 2.62 -4.28 -1.45
H 2.52 -4.67 2.03
H 1.24 -4.61 0.81
H 1.19 -3.51 2.19
Cl -2.08 -6.01 -1.13
C -1.88 -4.66 -0.03
C -2.52 -4.66 1.19
C -2.33 -3.56 2.02
C -1.51 -2.53 1.59
N -0.89 -2.56 0.41
C -1.07 -3.60 -0.40
H -3.15 -5.49 1.48
H -2.81 -3.51 2.99
H -1.32 -1.64 2.18
H -0.55 -3.57 -1.35
C 0.26 -1.98 -5.03
C -0.41 -0.65 -4.69
C 0.02 0.42 -5.70
C -1.94 -0.81 -4.72
N 0.08 -0.20 -3.39
N -0.36 -1.06 -2.33
H -0.10 -2.35 -5.99
H 0.04 -2.71 -4.26
H 1.34 -1.85 -5.08
H -0.20 0.09 -6.72
H 1.08 0.61 -5.60
H -0.52 1.35 -5.52
H -2.29 -1.04 -5.73
H -2.42 0.11 -4.38
H -2.24 -1.62 -4.06
H -0.24 0.75 -3.22
H 0.22 -0.85 -1.50
H -1.28 -0.74 -1.99
N -1.13 0.36 0.34
P -1.91 1.66 0.39
C -1.32 2.97 1.56
C -1.48 4.35 1.41
C -0.98 5.22 2.37
C -0.31 4.73 3.48
C -0.14 3.36 3.63
C -0.63 2.49 2.67
C -2.10 2.64 -1.18
C -3.25 2.58 -1.96
C -3.29 3.17 -3.22
C -2.17 3.81 -3.72
C -1.01 3.87 -2.95
C -0.98 3.28 -1.70
C -3.68 1.51 0.94
C -4.51 2.57 1.28
C -5.81 2.34 1.71
C -6.30 1.04 1.80
C -5.47 -0.02 1.46
C -4.17 0.22 1.03
H -1.99 4.74 0.54
H -1.10 6.29 2.24
H 0.09 5.41 4.23
H 0.40 2.97 4.48
H -0.45 1.42 2.73
H -4.13 2.07 -1.58
H -4.19 3.11 -3.82
H -2.19 4.26 -4.71
H -0.12 4.36 -3.34
H -0.06 3.30 -1.11
H -4.14 3.59 1.22
H -6.45 3.18 1.99
H -7.31 0.86 2.14
H -5.84 -1.04 1.53
H -3.49 -0.59 0.77
*
```

Most stable: <B>

<A>
The molecule C4H6INOS. Source: the Open Molecules 2025 dataset; level of theory: ωB97M-V/def2-TZVPD.

Computed properties:
LUMO level (spin up / spin down): -0.0271 / -0.0127 Ha
Kohn-Sham gap (spin up / spin down): 6.47 / 7.66 eV

Geometry as ORCA input:
```
! RIJCOSX wB97M-V def2-TZVPD def2/J DEFGRID3
* xyz 0 1
C 0.93 2.19 -0.07
C -0.99 0.48 0.79
C 0.03 -0.67 0.43
C -0.41 -1.21 -0.92
N 1.36 -0.24 0.78
O 1.92 2.80 -0.18
S -0.69 1.93 -0.33
I 2.94 -0.99 -0.25
H -1.97 0.03 0.40
H -1.02 0.86 1.81
H -0.42 -1.31 1.25
H 0.02 -2.13 -1.21
H -0.17 -0.44 -1.65
H -1.53 -1.30 -0.85
*
```

<B>
A cluster of 2 separate species, C4H6INOS in total. Source: the Open Molecules 2025 dataset; level of theory: ωB97M-V/def2-TZVPD.

Computed properties:
LUMO level: -0.0125 Ha
Kohn-Sham gap: 9.43 eV

Geometry as ORCA input:
```
! RIJCOSX wB97M-V def2-TZVPD def2/J DEFGRID3
* xyz 0 1
C 0.59 -1.09 0.90
C 1.52 -0.96 -1.41
C -1.19 1.06 -0.35
C 0.55 -0.88 -0.47
N 0.42 -1.12 2.01
O -1.09 -0.51 -2.49
S -1.20 -0.61 -1.07
I -0.10 1.85 3.45
H 2.61 -1.06 -1.23
H 1.30 -0.95 -2.45
H 0.12 0.37 3.35
H -2.21 1.51 -0.59
H -0.17 1.45 -0.39
H -1.15 0.94 0.75
*
```

Most stable: <B>